ORCA calculation (wB97M-V/def2-TZVPD) on a cluster of 11 separate species, C42H111N5O16 in total.

XYZ file:
```
174
C42H111N5O16, DFT wB97M-V/def2-TZVPD
C 10.49982 14.61296 14.90363
O 9.73292 15.79139 14.61092
C 10.25152 16.65436 13.60177
C 9.53458 18.04234 13.90752
N 9.62930 19.08177 12.84425
C 10.95148 19.71569 12.82662
C 11.10930 20.63716 11.61446
O 10.24052 21.75095 11.84966
C 10.08010 22.73725 10.76644
H 11.45460 14.93619 15.31838
H 10.70190 14.00218 14.02374
H 9.87328 14.12088 15.64755
H 10.05048 16.25360 12.60825
H 11.32918 16.72843 13.74750
H 9.99542 18.48173 14.79220
H 8.49522 17.85804 14.17930
H 8.91396 19.74665 13.10178
H 11.72878 18.96478 12.68509
H 11.39244 20.23802 13.67564
H 10.74620 20.10917 10.73271
H 12.14986 20.87633 11.39510
H 9.61832 22.30578 9.87835
H 10.94624 23.30616 10.42844
H 9.42177 23.46461 11.24146
C 20.01348 15.17576 9.57402
O 19.96207 14.42769 10.78132
C 18.74896 13.81719 11.24408
C 17.73588 14.91620 11.65697
N 16.91204 14.48234 12.77709
C 15.94932 15.47741 13.25493
C 14.89572 15.82283 12.18575
O 15.43346 16.79577 11.27198
C 15.20492 18.11665 11.77868
H 19.14362 15.81668 9.43020
H 20.04919 14.38727 8.82228
H 20.88314 15.83271 9.58792
H 18.91138 13.19600 12.12490
H 18.40774 13.10752 10.49041
H 17.14368 15.07811 10.75631
H 18.19770 15.85914 11.94972
H 16.45350 13.61118 12.55143
H 16.44074 16.39083 13.58999
H 15.46228 15.04847 14.13066
H 14.00798 16.25567 12.64694
H 14.62350 15.02408 11.49582
H 15.26742 18.29698 12.85184
H 14.25806 18.53798 11.44097
H 15.98844 18.79851 11.44812
C 17.63698 9.76863 15.87438
O 18.26852 10.95630 16.32083
C 17.78958 12.10483 15.66640
C 18.41280 13.32500 16.29338
N 17.94030 14.59694 15.80731
C 18.73710 15.67239 16.36716
C 18.46189 17.00549 15.66847
O 19.23896 17.06800 14.45524
C 18.89836 18.18413 13.62068
H 18.04456 8.80528 16.18087
H 17.65854 9.70735 14.78632
H 16.57766 9.81182 16.12749
H 16.70884 12.12606 15.80663
H 17.92864 12.05292 14.58655
H 19.49826 13.32352 16.19413
H 18.18404 13.23207 17.35504
H 17.94474 14.61218 14.79743
H 19.80608 15.49601 16.24776
H 18.55902 15.95129 17.40572
H 18.75588 17.84629 16.29673
H 17.40280 17.21095 15.51288
H 19.49898 18.22942 12.71222
H 19.05260 19.08136 14.22008
H 17.87268 18.10578 13.26018
C 24.68246 20.26204 14.50895
O 24.06992 21.56290 14.57042
C 23.12162 21.61243 15.53175
C 22.68912 23.10506 15.77701
N 21.35880 23.28309 16.45559
C 21.01394 24.69331 16.60680
C 20.34404 25.36588 15.35613
O 19.10194 24.68638 15.14137
C 18.62188 24.77637 13.76639
H 25.07674 20.11422 15.51433
H 25.48564 20.21653 13.77348
H 23.98986 19.47703 14.20536
H 23.49646 21.11940 16.42870
H 22.25080 21.06287 15.17428
H 22.71682 23.65556 14.83665
H 23.43166 23.70146 16.30713
H 20.62292 22.82023 15.94146
H 21.81666 25.26662 17.07054
H 20.30568 24.73361 17.43434
H 21.00136 25.30803 14.48855
H 20.08292 26.41584 15.48849
H 19.24082 24.28263 13.01722
H 18.41720 25.82214 13.53709
H 17.64282 24.30393 13.68657
C 16.53358 23.59109 7.20926
O 17.16828 24.76264 7.69202
C 17.13276 24.96122 9.08622
C 18.19596 24.14952 9.83769
N 19.52350 24.49853 9.39952
C 20.62092 23.50417 9.67239
C 20.99598 23.21396 11.14370
O 20.06870 22.28625 11.68905
C 20.64704 21.57487 12.76172
H 16.85491 23.43049 6.18015
H 15.44866 23.69534 7.22218
H 16.89714 22.70896 7.73631
H 16.09928 24.84311 9.41194
H 17.36569 26.00932 9.27421
H 17.98094 23.09075 9.69324
H 18.20678 24.46677 10.88045
H 19.36172 24.73594 8.43124
H 21.54346 23.82918 9.19137
H 20.38168 22.48856 9.35710
H 21.09354 24.12845 11.72875
H 22.01712 22.83893 11.21231
H 21.05344 22.27007 13.49632
H 21.40308 20.91624 12.33429
H 19.91178 20.90779 13.21173
C 14.58196 20.36692 8.66187
C 13.65010 21.59177 8.70309
O 12.32058 21.26293 8.17216
H 14.89934 20.11582 7.64978
H 14.18084 19.47098 9.13568
H 15.53096 20.59153 9.14874
H 14.22784 22.38840 8.23440
H 13.55746 21.82781 9.76319
H 11.93980 22.06089 7.79816
C 12.65514 24.27041 12.84952
C 13.38866 25.33981 12.18245
O 14.76184 25.41736 12.58294
H 13.11622 23.29279 12.70891
H 11.64432 24.28067 12.44180
H 12.67458 24.44211 13.92574
H 12.89320 26.27038 12.45933
H 13.33924 25.34995 11.09361
H 14.92546 26.35954 12.66745
C 19.37938 20.73446 17.51503
C 18.49366 21.80435 16.78552
O 18.98224 22.07028 15.46243
H 19.39966 19.77256 17.00274
H 19.03252 20.60677 18.54045
H 20.41103 21.06838 17.62592
H 18.40912 22.75661 17.30912
H 17.49556 21.37307 16.70869
H 18.65276 22.93108 15.19398
C 16.64868 21.86622 12.32672
C 15.99032 21.44657 13.60478
O 14.68168 20.97917 13.34274
H 17.68754 22.15326 12.48947
H 16.21016 22.74324 11.85067
H 16.61329 21.08898 11.56335
H 15.86260 22.27913 14.29661
H 16.65108 20.73247 14.09626
H 14.06210 21.22859 14.03232
C 14.06460 17.74973 15.27822
C 12.97228 17.56071 16.32191
O 12.17916 18.68436 16.19025
H 13.67146 17.78826 14.26231
H 14.83774 16.98994 15.39259
H 14.64358 18.66767 15.37962
H 13.36614 17.45691 17.33294
H 12.35770 16.67097 16.18490
H 11.55550 18.76870 16.91518
C 13.56200 23.12644 17.12621
C 13.78562 21.61482 16.83937
O 13.11130 21.13309 15.66781
H 14.06908 23.70233 16.35205
H 14.07824 23.38856 18.04973
H 12.52946 23.45405 17.24715
H 13.43568 21.08319 17.72425
H 14.86284 21.50028 16.71877
H 12.90232 20.19889 15.73994
```

Summary:
Gap between HOMO and LUMO, eV: 8.884
Energy above the lowest of the compared OMol25 structures with the same formula, charge and spin, kJ/mol: 135.9
Calculated total energy, a.u.: -3144.05215
Multiplicity: 1